# 1
{"formula": "C50H74O14", "method": "the ωB97M-V functional and the def2-TZVPD basis", "species": ["H", "H", "H", "C", "H", "H", "H", "C", "C", "H", "C", "C", "C", "H", "O", "H", "H", "H", "H", "C", "H", "H", "H", "O", "H", "C", "C", "C", "H", "H", "C", "O", "O", "H", "C", "H", "O", "H", "C", "H", "C", "H", "C", "O", "C", "C", "H", "C", "C", "H", "C", "C", "C", "H", "C", "H", "H", "H", "C", "O", "H", "H", "H", "H", "H", "C", "H", "C", "O", "H", "H", "H", "H", "C", "H", "O", "H", "C", "C", "H", "O", "C", "H", "C", "H", "H", "H", "C", "C", "C", "H", "H", "H", "C", "C", "O", "H", "C", "H", "C", "C", "C", "H", "H", "C", "H", "O", "H", "C", "H", "C", "H", "H", "C", "C", "H", "H", "H", "H", "H", "O", "C", "C", "H", "H", "C", "H", "C", "H", "H", "H", "H", "H", "H", "H", "C", "O", "H"], "positions_angstrom": [[4.78373, -2.39625, -1.48727], [-6.14121, -1.28171, 2.42301], [5.06470, 2.01053, 1.19732], [-6.94601, -1.25124, -0.72566], [0.66175, 6.43078, 0.31916], [-7.48766, -2.13238, -2.62182], [1.17120, 2.32036, -0.46840], [8.46494, -0.60316, -1.12946], [-9.06421, -5.62771, -0.21119], [4.82082, -0.43582, 0.75657], [-2.72770, 1.53825, 0.20339], [-2.94243, 5.57330, 2.18168], [-8.59933, -3.09652, -1.05780], [2.22407, 5.96392, -2.44247], [-4.47828, 0.71670, 1.76835], [-9.60081, -1.00997, 0.34514], [7.93212, 0.00772, -1.85121], [-4.46628, 1.21826, -2.22173], [-4.23309, 3.11918, 2.49316], [6.45249, -5.73759, 0.90764], [6.18962, -1.91918, -2.43977], [5.79826, 0.34472, -2.02088], [1.85695, 4.63197, 1.34833], [3.84424, -0.23820, -1.68404], [7.02436, -0.80533, 2.44394], [-8.45985, -5.05699, 2.14732], [5.21664, -0.30470, -1.35142], [-2.52916, 4.16860, 1.68976], [-2.12252, 1.87956, -2.45937], [-6.81766, 0.30527, 2.06964], [2.44648, 5.33111, -1.58798], [7.35341, -3.28012, -0.73778], [-3.51825, 2.67274, -0.08650], [-8.85408, -4.18115, 2.65908], [7.34716, -4.58303, 1.38847], [2.19287, 0.84723, -1.76392], [-6.64202, 0.07544, -1.06955], [-9.03573, -5.93862, 2.41220], [9.07350, -2.78675, 0.92873], [1.05244, 3.12010, 1.75180], [-0.25871, 4.55064, 0.80866], [6.13040, -6.27520, 1.81137], [-8.78701, -0.49968, 0.85034], [3.06636, 3.02916, -0.14854], [3.46488, 1.68288, -0.20901], [-7.97252, -1.84563, -1.68879], [-8.72617, -1.09513, -1.91839], [7.21792, -6.73040, 0.02108], [8.36837, -1.46736, 1.24651], [-1.02535, 6.60165, 0.74176], [1.13246, 3.90057, 0.99335], [5.43226, 0.19162, 0.08444], [3.72423, 1.99043, -2.69517], [4.62649, -4.58582, 0.80062], [-7.78760, -3.59006, 0.15082], [-4.41700, -0.52808, -2.00775], [-3.02069, 3.60946, 3.69055], [-2.58854, -0.07784, 1.61549], [-8.48696, -4.82045, 0.68181], [-7.65166, -2.62135, 1.16375], [-9.62509, -2.89424, -0.71329], [9.49736, -3.18004, 1.85175], [4.57218, -6.10810, -0.08754], [-8.66207, 0.48759, 0.41488], [-6.03215, -1.86338, -0.76826], [-0.11531, 6.06763, 0.98273], [-1.50372, 1.81312, 2.69307], [5.66995, -1.76169, -1.49587], [7.53323, -1.62381, 2.36932], [0.15870, 6.28188, 2.01270], [2.38150, 5.92632, -0.68334], [9.88944, -2.57207, 0.23884], [8.76745, -4.57563, -0.21914], [1.68044, 3.27789, -0.30424], [3.45407, 4.93710, -1.66892], [6.78919, 0.14659, 0.47498], [1.15672, 3.93011, -3.64966], [-1.93114, 0.86994, -2.10487], [-3.09752, 0.90372, 1.56640], [-5.61277, 1.59625, -0.22543], [0.12584, 4.73038, -1.56235], [-4.30633, 0.42777, -1.48857], [3.45900, 3.61368, -3.94940], [7.54133, -0.99024, 0.02795], [5.48115, -4.74288, -0.74093], [-2.08033, 0.18000, -2.93223], [-3.96510, 5.53645, 2.54840], [-5.12942, -0.16784, 0.88199], [-3.10111, 3.97922, 0.25864], [-2.18692, 4.60719, -0.81846], [6.74720, -3.87373, 1.95811], [4.73141, 1.83811, -3.05257], [-2.26314, 5.69317, -0.79424], [8.14369, -3.84221, 0.30168], [6.60448, -2.15176, -0.34947], [-1.11949, 3.95918, 1.77765], [-2.90071, 1.28905, 3.64987], [3.26119, 1.05179, -1.62124], [-0.72488, 3.08620, -0.69419], [-6.40705, -0.59692, 1.61752], [4.94038, 1.63224, 0.18286], [-0.74446, 4.17793, -0.60297], [-2.52682, 4.27434, -1.80009], [0.98551, 2.42695, -2.74405], [-2.87289, 0.52418, -0.95154], [6.00994, -2.39101, 0.54319], [-9.15170, -6.21951, -2.49773], [8.82426, -1.50034, -1.62489], [-2.59190, 1.76815, 2.71978], [-4.05458, 4.52358, 0.22764], [-8.98182, -5.37421, -1.65906], [8.23545, -7.58518, 1.43796], [-2.89998, 6.32179, 1.39748], [1.59122, 3.33110, -2.84817], [3.00195, 2.98057, -3.20094], [5.51749, 2.27009, -0.48706], [-4.48603, -1.04463, 0.70369], [-9.04583, -0.40550, 1.90183], [-1.66847, 1.80169, 0.29729], [-0.89199, 0.79780, -1.78736], [-8.66291, -4.11512, -2.04394], [1.44680, 4.17377, -1.55073], [-7.46746, -1.27186, 0.72249], [7.48735, -6.25738, -0.92468], [6.56427, -7.58754, -0.20134], [-3.16448, 3.18152, 2.69755], [-9.54874, -6.54837, 0.07259], [-5.44113, 0.54037, -0.45642], [-6.78839, -3.90152, -0.21068], [-7.42965, -5.18000, 2.47794], [9.12820, -0.70007, 1.47209], [-2.29091, 5.87464, 2.99725], [8.09260, -4.99528, 2.07115], [9.30953, -0.02924, -0.75603], [-2.56976, -0.45252, -0.55771], [5.20344, -5.26036, 0.17206], [8.42862, -7.17511, 0.58754], [2.88490, 1.07938, 0.51134]], "forces_ev_per_angstrom": [[0.001, -0.031, -0.024], [-0.016, 0.044, 0.032], [-0.004, 0.038, 0.033], [-0.275, -0.311, 0.078], [0.060, 0.071, -0.002], [-0.010, 0.031, -0.011], [0.005, 0.055, -0.024], [-0.264, -0.083, 0.296], [0.069, 0.139, 0.282], [0.063, 0.026, -0.108], [0.059, -0.757, 0.193], [0.168, -0.207, -0.227], [0.005, 0.437, 0.443], [-0.024, 0.099, -0.104], [0.005, 0.096, 0.034], [-0.126, -0.031, -0.070], [-0.032, 0.057, -0.105], [-0.005, -0.019, -0.104], [-0.087, 0.147, 0.081], [0.270, 0.044, -0.172], [0.002, -0.019, -0.062], [-0.032, -0.041, 0.081], [0.055, 0.033, 0.032], [-0.025, -0.092, 0.011], [0.053, -0.018, -0.016], [-0.045, -0.027, -0.021], [0.330, -0.171, 0.254], [-0.654, 0.033, 0.186], [-0.014, 0.168, -0.092], [-0.018, 0.041, 0.035], [-0.278, -0.297, 0.120], [-0.103, 0.081, -0.218], [0.114, -0.200, -0.123], [-0.016, -0.007, 0.101], [-0.143, -0.096, -0.341], [0.088, 0.124, 0.052], [-0.255, -0.069, -0.107], [-0.016, -0.066, 0.049], [-0.376, 0.131, -0.092], [0.042, 0.000, 0.011], [0.398, 0.076, -0.324], [0.018, -0.016, -0.069], [0.277, -0.326, -0.078], [-0.007, 0.133, 0.013], [0.235, -0.452, 0.028], [0.225, -0.037, 0.156], [-0.051, 0.021, -0.017], [-0.544, 0.103, 0.088], [0.252, 0.319, -0.433], [-0.066, 0.125, -0.001], [-0.076, -0.072, -0.220], [-0.523, 0.297, -0.214], [0.030, -0.262, -0.051], [-0.107, 0.098, 0.029], [-0.075, -0.292, -0.495], [-0.015, -0.015, -0.059], [-0.086, 0.085, 0.026], [-0.067, 0.157, -0.055], [0.019, 0.128, -0.235], [-0.104, -0.119, 0.111], [0.205, -0.011, -0.024], [0.106, -0.005, -0.003], [-0.133, -0.054, -0.037], [-0.038, 0.139, 0.012], [-0.048, -0.001, 0.012], [-0.170, -0.303, -0.099], [0.020, -0.076, 0.040], [0.104, 0.069, 0.160], [-0.223, -0.107, 0.278], [0.042, 0.024, 0.102], [0.029, 0.116, 0.096], [0.061, -0.004, 0.013], [-0.039, 0.074, 0.106], [-0.355, 0.129, 0.211], [0.089, 0.067, -0.016], [0.236, 0.010, -0.003], [-0.041, -0.042, 0.012], [-0.123, -0.167, 0.259], [0.550, 0.249, 0.088], [0.026, -0.200, 0.052], [-0.126, 0.135, 0.012], [-0.186, 0.046, 0.353], [0.142, 0.021, -0.076], [0.351, -0.437, 0.113], [-0.052, 0.060, -0.100], [0.024, -0.029, -0.142], [-0.113, -0.009, 0.020], [-0.430, -0.159, -0.051], [0.036, 0.514, -0.015], [0.255, -0.315, 0.091], [0.024, -0.005, 0.098], [0.160, 0.068, -0.107], [-0.017, 0.093, 0.013], [0.380, -0.290, 0.503], [-0.302, 0.355, -0.022], [-0.006, -0.145, -0.033], [0.066, -0.044, 0.032], [-0.396, 0.437, 0.193], [0.007, 0.065, 0.051], [0.126, -0.083, -0.269], [-0.220, -0.343, 0.053], [-0.360, -0.107, 0.344], [-0.060, 0.038, -0.006], [-0.116, -0.019, -0.006], [0.022, 0.357, -0.027], [0.049, 0.037, -0.101], [-0.018, 0.159, 0.137], [0.100, -0.022, -0.085], [-0.338, -0.093, -0.289], [0.210, 0.016, 0.118], [-0.070, -0.282, -0.181], [0.033, 0.005, -0.069], [-0.003, 0.137, -0.053], [-0.131, 0.199, 0.372], [0.088, -0.113, -0.173], [0.078, 0.026, -0.067], [-0.028, 0.070, 0.027], [-0.030, 0.023, 0.102], [-0.044, -0.029, -0.008], [0.167, 0.026, -0.005], [0.178, -0.077, -0.343], [0.552, -0.169, -0.321], [0.140, 0.587, -0.077], [-0.065, -0.010, -0.027], [0.040, 0.139, -0.076], [0.396, -0.070, -0.179], [-0.029, -0.101, 0.024], [0.401, 0.133, -0.023], [-0.155, 0.048, 0.024], [0.091, -0.020, 0.111], [-0.086, -0.087, -0.118], [0.049, 0.036, 0.083], [0.012, 0.086, 0.045], [0.098, 0.082, 0.005], [-0.032, 0.079, 0.021], [0.131, -0.184, 0.104], [0.376, -0.125, 0.268], [0.032, 0.076, -0.108]], "lumo_energy_ev": 0.4, "relative_energy_kj_mol": 8.46}

***

# 2
{"formula": "C4H5NO", "method": "the ωB97M-V functional and the def2-TZVPD basis", "species": ["C", "C", "H", "H", "H", "N", "H", "O", "H", "C", "C"], "positions_angstrom": [[-1.35266, 0.25734, 0.20330], [0.64863, 1.04681, -0.60374], [-0.77446, -1.60364, -0.75490], [1.09965, 0.08738, 1.23567], [2.25306, -0.27369, -0.15093], [-2.48878, 0.10886, 0.57520], [-0.48666, -1.55403, 1.05321], [-0.55137, 1.47365, -0.26933], [1.00372, 1.32996, -1.59682], [-0.64444, -0.99250, 0.13922], [1.29330, 0.11986, 0.16912]], "forces_ev_per_angstrom": [[-0.526, -0.167, 0.210], [0.095, -0.246, 0.028], [0.110, 0.174, 0.104], [0.023, -0.010, -0.135], [-0.191, -0.032, -0.072], [0.685, 0.029, -0.374], [0.000, 0.156, -0.074], [-0.024, 0.048, 0.112], [-0.092, -0.061, 0.122], [-0.229, -0.129, 0.063], [0.148, 0.240, 0.016]], "lumo_energy_ev": [-0.6, -0.6], "relative_energy_kj_mol": 460.47}

***

# 3
{"formula": "C19H24N4O2S", "method": "the ωB97M-V functional and the def2-TZVPD basis", "species": ["H", "N", "H", "H", "H", "H", "C", "C", "C", "C", "C", "H", "H", "H", "C", "N", "H", "H", "C", "C", "H", "H", "H", "C", "H", "S", "C", "H", "H", "N", "C", "H", "H", "N", "C", "H", "H", "C", "O", "H", "H", "C", "O", "C", "C", "C", "C", "H", "H", "C"], "positions_angstrom": [[-0.50356, 2.42892, 1.36331], [1.92815, -3.11152, 0.64821], [-0.32676, 3.21776, -0.21726], [-3.15588, 5.93307, -2.05653], [3.81901, -3.37985, 3.25635], [-5.32787, 6.06565, -0.88303], [-1.63581, -0.34868, 0.16950], [-3.43653, 5.16798, -1.34744], [-4.14097, 3.19342, 0.45244], [-0.07688, -1.89736, 2.07412], [-5.00092, 4.24751, 0.20177], [-3.53335, 0.64179, 0.35720], [-1.64379, 4.06131, -1.64979], [3.13835, -3.64779, -2.40062], [-4.65601, 5.24257, -0.69413], [-0.24442, -0.08790, 0.44711], [-4.43130, 2.44638, 1.17513], [3.18076, -0.79717, -0.91096], [-2.49729, 0.83457, 0.63808], [-0.64548, 2.30200, 0.27657], [2.49955, 0.04576, -2.30214], [1.52813, -4.10227, -1.81304], [4.85500, -3.99044, -0.75842], [0.21405, 1.12934, -0.19396], [3.74563, -1.18031, -2.53878], [1.18306, -2.65751, 3.13009], [4.58258, -3.78162, 1.36871], [-2.42976, 0.91623, 1.73676], [-5.94612, 4.29307, 0.72315], [3.56678, -3.42030, 2.27554], [2.87281, -0.91228, -1.94740], [-0.89702, -1.61711, 2.73450], [-1.75161, -0.45567, -0.91522], [-2.03782, 2.03229, -0.02442], [2.32210, -3.09729, 1.87623], [1.40520, -2.00683, -3.08358], [-0.39364, -2.64717, 1.35101], [-2.57741, 4.11488, -1.11026], [5.68274, -4.07025, 1.78453], [0.12176, 1.01048, -1.27771], [-1.97128, -1.26485, 0.65029], [4.13144, -3.74999, 0.00289], [1.64870, -0.28659, 1.64382], [1.79605, -1.98340, -2.06374], [0.52997, -0.67614, 1.38211], [2.84864, -3.42333, -0.30664], [2.33685, -3.37388, -1.71374], [0.97542, -1.74714, -1.38516], [1.25948, 1.28185, 0.07459], [-2.91073, 3.10777, -0.20002]], "forces_ev_per_angstrom": [[0.025, 0.040, -0.059], [-0.302, 0.081, 0.085], [-0.002, -0.035, 0.038], [0.028, 0.049, -0.063], [0.047, 0.019, -0.160], [-0.062, 0.066, -0.019], [-0.376, 0.045, 0.203], [0.042, 0.037, 0.018], [0.151, -0.161, 0.081], [0.640, -0.252, 0.244], [-0.077, 0.136, -0.066], [0.022, 0.010, 0.057], [0.072, -0.041, -0.065], [-0.009, -0.050, -0.031], [-0.140, 0.059, 0.032], [-0.051, 0.273, -0.337], [0.009, -0.082, 0.054], [0.090, 0.079, 0.110], [-0.006, -0.244, -0.213], [0.280, -0.090, -0.153], [0.028, 0.130, -0.012], [0.054, -0.076, 0.008], [0.063, -0.027, -0.066], [0.255, 0.346, 0.152], [0.138, 0.019, -0.071], [-0.353, -0.032, 0.318], [-0.156, -0.016, 0.037], [-0.064, -0.012, -0.022], [-0.069, 0.001, 0.038], [0.014, 0.020, 0.130], [-0.220, -0.076, -0.003], [-0.036, -0.050, 0.004], [-0.061, -0.058, 0.089], [0.061, -0.266, -0.029], [-0.353, -0.017, -0.167], [-0.074, -0.021, 0.037], [-0.120, 0.143, 0.017], [0.065, 0.025, 0.049], [0.265, -0.047, 0.089], [0.006, 0.039, 0.009], [0.031, -0.003, -0.029], [-0.122, 0.048, -0.215], [0.164, 0.224, 0.084], [0.194, -0.024, -0.044], [-0.080, -0.232, 0.050], [0.547, -0.293, -0.018], [-0.097, 0.132, -0.011], [-0.101, -0.007, -0.051], [-0.114, -0.018, -0.075], [-0.246, 0.207, -0.057]], "lumo_energy_ev": 0.4, "relative_energy_kj_mol": 118.29}

***

# 4
{"formula": "C3H7N3O", "method": "the ωB97M-V functional and the def2-TZVPD basis", "species": ["H", "H", "C", "H", "N", "N", "H", "H", "H", "O", "C", "N", "H", "C"], "positions_angstrom": [[-1.98722, -0.04190, -1.17063], [2.02996, 0.64248, -2.19909], [-2.04332, -0.02884, 0.98643], [0.95539, -0.09820, 1.54955], [-0.21811, -0.14904, -0.27015], [-1.54689, -0.22934, -0.26887], [-1.65163, 0.79832, 1.56280], [-2.97989, -0.49322, 1.25241], [2.32793, 1.42100, -0.65041], [0.41975, -2.01574, 1.08107], [0.36154, -0.82529, 0.97182], [0.35437, 0.77462, -0.97226], [2.18252, -0.35058, -0.74058], [1.79559, 0.59573, -1.13208]], "forces_ev_per_angstrom": [[0.072, -0.076, 0.253], [-0.028, -0.014, 0.071], [-0.340, 0.010, 0.016], [-0.102, -0.050, 0.086], [0.688, -0.670, 0.684], [-0.450, -0.008, -0.206], [0.091, -0.015, 0.040], [-0.031, 0.065, -0.032], [-0.033, -0.048, -0.015], [-0.276, 0.618, 0.066], [0.399, -0.096, -0.943], [0.128, 0.221, -0.076], [-0.067, 0.027, -0.004], [-0.052, 0.037, 0.060]], "lumo_energy_ev": [0.3, 0.3], "relative_energy_kj_mol": 587.46}